1.
Here is 2 unconnected molecules or ions with the total composition C3H7BrN2 in a non-equilibrium geometry from OMol25. Energies are from the ωB97M-V functional and the def2-TZVPD basis.

As for the total charge: 0. Its highest occupied orbital energy is -8.410 eV. For the orbital gap, the calculation gives 0.325 Ha. Its spin multiplicity is 1. The total energy is -76243.6845 eV. Its energy above the lowest of the compared OMol25 structures with the same formula, charge and spin is 158.1 kJ/mol.

Bonds (Å) are listed after each position.
Atoms and positions in Å:
1 C 1.2461 -1.6004 1.0586  C3 1.494, H7 1.069, H8 1.106, H9 1.114
2 C -1.9803 0.5384 -0.9006  Br6 2.091, H10 1.069, H11 1.115, H12 1.038
3 C 1.0579 -0.4527 0.1207  C1 1.494, N5 1.195
4 N 1.7003 1.6728 -0.7672  N5 1.214, H13 1.041
5 N 1.4797 0.6123 -0.2188  C3 1.195, N4 1.214
6 Br -2.8005 1.0965 0.9397  C2 2.091
7 H 1.9265 -1.2447 1.8032  C1 1.069
8 H 0.2635 -1.8011 1.5241  C1 1.106
9 H 1.6606 -2.4480 0.4672  C1 1.114
10 H -2.8698 0.3072 -1.4457  C2 1.069
11 H -1.3056 -0.3333 -0.7299  C2 1.115
12 H -1.3327 1.2720 -1.2475  C2 1.038
13 H 0.9545 2.3810 -0.6039  N4 1.041

***

2.
Here is 2 unconnected molecules or ions with the total composition C3H7ClN2 in a non-equilibrium geometry from OMol25. Energies are from the ωB97M-V functional and the def2-TZVPD basis.

As for the total charge: 0. Its highest occupied orbital energy (spin up / spin down) is -7.863 / -7.865 eV. For the orbital gap (spin up / spin down), the calculation gives 0.293 / 0.293 Ha. Its spin multiplicity is 1. The total energy is -18722.1805 eV. Its energy above the lowest of the compared OMol25 structures with the same formula, charge and spin is 497.1 kJ/mol.

Bonds (Å) are listed after each position.
Atoms and positions in Å:
1 C -1.2957 -0.7145 1.6752  C2 1.352, H7 1.177, H8 1.041
2 C -0.8713 -1.0332 0.4322  C1 1.352, C3 1.371, H9 1.106
3 C 0.3476 -0.7918 -0.1475  C2 1.371, H10 1.164, H11 1.109
4 N 1.4423 1.5580 -1.5002  N5 1.406, H12 0.978, H13 1.023
5 N 0.2413 0.8352 -1.3847  N4 1.406, Cl6 1.712
6 Cl -0.9614 1.7774 -0.6134  N5 1.712
7 H -2.3758 -0.9522 2.0779  C1 1.177
8 H -0.6971 -0.3135 2.4262  C1 1.041
9 H -1.6890 -1.4723 -0.1695  C2 1.106
10 H 0.8333 -1.6650 -0.7438  C3 1.164
11 H 1.0519 -0.3943 0.6108  C3 1.109
12 H 2.1580 1.0554 -1.9388  N4 0.978
13 H 1.8159 2.1107 -0.7244  N4 1.023